No. 1
{
  "formula": "C20H27N5O3",
  "method": "ωB97M-V with the def2-TZVPD basis set",
  "symbols": ["H", "H", "H", "H", "H", "H", "H", "C", "C", "H", "H", "H", "N", "C", "H", "C", "C", "C", "C", "C", "N", "H", "N", "H", "H", "C", "C", "H", "C", "O", "O", "H", "N", "H", "H", "H", "C", "H", "H", "H", "C", "C", "N", "H", "C", "H", "C", "C", "H", "C", "C", "C", "H", "O", "H"],
  "positions_angstrom": [[4.961, -3.615, 0.215], [-0.719, -1.039, 1.308], [5.870, 0.463, 1.252], [6.363, -0.849, 2.327], [-7.767, 1.660, -0.310], [-4.858, -3.290, -1.109], [-3.170, 1.343, -0.961], [-4.766, 0.318, 0.479], [-3.967, -2.714, -1.362], [7.167, -0.626, 0.771], [-4.057, -2.366, -2.394], [-0.864, 1.981, 1.755], [0.892, 1.439, -0.331], [4.348, 0.325, -0.907], [-0.983, 0.758, -2.048], [5.691, -2.943, 0.661], [-0.283, -0.040, 1.248], [-1.292, 0.974, 1.786], [-3.623, 0.416, 1.446], [-6.921, 0.992, -0.324], [0.376, 2.674, -0.270], [6.624, -3.037, 0.111], [-2.482, 0.948, 0.966], [-1.816, 2.358, -0.391], [3.587, 3.223, -0.609], [4.947, -1.066, -0.829], [6.212, -0.569, 1.287], [4.255, -1.439, 1.183], [5.198, -1.498, 0.625], [-3.752, 0.054, 2.601], [4.956, 1.305, -1.262], [5.864, -3.258, 1.687], [-5.871, -0.941, -1.238], [-1.582, 0.724, 2.808], [1.217, 4.566, -0.361], [-3.075, -3.325, -1.242], [-6.883, -0.085, -1.186], [-7.691, -0.293, -1.874], [-5.827, 2.009, 1.230], [-1.679, -0.593, -1.129], [-4.845, -0.754, -0.429], [0.058, 0.263, -0.220], [3.033, 0.352, -0.518], [2.603, -0.521, -0.248], [1.388, 3.508, -0.378], [5.895, -1.051, -1.368], [-2.237, 1.347, -0.397], [2.602, 2.825, -0.499], [4.280, -1.780, -1.319], [-5.840, 1.187, 0.530], [2.246, 1.492, -0.456], [-1.228, 0.397, -1.048], [0.633, -0.574, -0.637], [-3.813, -1.619, -0.479], [0.623, -0.016, 1.857]],
  "forces_ev_per_a": [[-0.0397, -0.1176, -0.0468], [-0.0004, -0.0518, 0.0350], [0.0512, 0.1448, 0.0472], [0.0440, -0.0033, 0.1020], [-0.0898, 0.0463, -0.0192], [0.0770, 0.0064, -0.0487], [0.0940, 0.0217, 0.0473], [-0.2218, -0.3555, -0.0665], [-0.0284, -0.3073, -0.2764], [0.1391, 0.0100, -0.0685], [0.0069, -0.0834, 0.0638], [-0.0619, -0.1018, 0.0792], [0.8229, -0.0631, -0.1740], [0.1284, -0.5107, -0.1808], [0.0308, -0.0338, -0.0446], [-0.2186, 0.2069, 0.0435], [-0.0103, 0.1773, -0.1038], [0.1625, -0.1342, 0.4758], [-0.0381, 0.1099, -0.0732], [-0.0151, -0.0095, -0.0280], [-0.5584, 0.4936, 0.0132], [0.1368, -0.0355, -0.0712], [0.1004, 0.1105, 0.0702], [-0.2698, -0.2136, -0.0679], [0.1885, 0.0199, -0.0372], [0.0229, 0.0759, 0.1902], [-0.2994, -0.0548, 0.0067], [0.0340, -0.0068, -0.0362], [0.1988, -0.1011, -0.0672], [-0.1550, -0.1418, 0.2391], [0.1252, 0.2446, -0.0028], [0.0475, -0.0791, 0.0896], [0.4937, -0.3623, 0.0386], [0.0808, 0.0847, -0.1278], [-0.0690, 0.2224, -0.0019], [-0.0261, 0.0474, 0.0113], [-0.1970, 0.2641, 0.0921], [-0.1331, 0.0900, -0.0101], [0.0075, 0.0635, 0.0836], [0.0204, 0.0152, -0.0216], [-0.4010, 0.4313, -0.0153], [-0.3244, -0.4255, 0.1029], [-0.5224, -0.2404, 0.1330], [0.1729, 0.1106, -0.0344], [0.0868, -0.3782, 0.0132], [-0.0505, 0.0224, -0.0393], [-0.0892, 0.0919, -0.5284], [0.1481, -0.1819, 0.0045], [-0.0004, -0.0267, -0.0442], [0.1948, -0.2493, -0.1202], [0.0494, 0.5761, 0.0011], [0.1130, 0.1833, 0.0309], [-0.0682, 0.1794, 0.0286], [0.0650, 0.2666, 0.3155], [0.0445, -0.0474, -0.0019]],
  "orbital_gap_ev": 8.96,
  "charge": 0,
  "smiles": "COc1ncccc1C(=O)N1CCC(n2nccc2NC(=O)CC(C)C)CC1",
  "e_above_lowest_kj_mol": 223.8,
  "energy_ha": -1277.8486,
  "molar_mass_g_mol": 385.468
}

---

No. 2
{
  "formula": "C3H10N2",
  "method": "ωB97M-V with the def2-TZVPD basis set",
  "symbols": ["H", "H", "H", "H", "N", "H", "C", "H", "N", "C", "H", "H", "C", "H", "H"],
  "positions_angstrom": [[2.276, 1.748, -0.583], [-0.173, -1.441, 2.372], [-1.115, -0.326, 1.475], [-1.247, -2.107, -1.710], [-0.317, -1.879, 0.258], [-0.581, -0.663, -1.396], [-0.236, -0.997, 1.376], [-0.566, -2.828, 0.507], [0.722, 3.009, -0.178], [-1.151, -1.428, -0.816], [-2.223, -1.195, -0.609], [2.075, 3.293, -1.665], [1.681, 2.637, -0.903], [0.298, 2.382, 0.494], [0.555, -0.205, 1.378]],
  "forces_ev_per_a": [[-0.3271, 0.1736, -0.9567], [0.1822, -0.5877, -0.3729], [-0.2297, -0.4670, -0.2030], [0.3294, -0.4268, 1.3416], [0.0062, -1.1458, -0.2344], [-0.8928, 0.4715, 0.8981], [-0.4893, 2.2493, 1.2404], [0.1254, 0.2307, 0.3023], [-1.1849, 1.1230, -1.1859], [0.0580, 0.1823, -2.7135], [0.8019, 0.4813, 0.3205], [0.0220, 0.1051, -0.2158], [0.6565, -0.9998, 2.1415], [0.8198, -0.4306, 0.2181], [0.1223, -0.9590, -0.5803]],
  "orbital_gap_ev": 9.90,
  "charge": 0,
  "smiles": "C=N.CNC",
  "e_above_lowest_kj_mol": 205.9,
  "energy_ha": -229.7308,
  "molar_mass_g_mol": 74.127
}